{"formula": "C6H32NO10", "method": "ωB97M-V/def2-TZVPD", "de_lowest_kcal_mol": 53.5, "total_charge": 1, "homo_lumo_gap_ev": 10.5, "e_homo_ev": -13.3, "total_energy_ha": -1054.6709, "symbols": ["O", "C", "C", "C", "C", "C", "C", "N", "H", "H", "H", "H", "H", "H", "H", "H", "H", "H", "H", "H", "H", "H", "H", "H", "O", "H", "H", "O", "H", "H", "O", "H", "H", "O", "H", "H", "O", "H", "H", "O", "H", "H", "O", "H", "H", "O", "H", "H", "O"], "xyz": [[0.774, -2.456, 0.474], [0.319, -1.398, 0.826], [0.202, -0.249, -0.166], [-0.747, 0.822, 0.342], [-1.352, 1.680, -0.789], [-2.740, 2.221, -0.392], [-3.837, 1.196, -0.831], [1.511, 0.369, -0.565], [-0.235, -1.335, 1.780], [-0.171, -0.543, -1.157], [-0.330, 1.525, 1.064], [-1.579, 0.440, 0.937], [-1.415, 1.049, -1.674], [-0.773, 2.599, -0.937], [-3.046, 3.128, -0.915], [-2.743, 2.426, 0.678], [-4.362, 0.475, -0.220], [-4.648, 1.801, -1.272], [-3.575, 0.713, -1.789], [2.263, -0.405, -0.646], [1.396, 0.984, -1.376], [1.800, 0.959, 0.210], [-3.732, 0.169, 1.151], [-3.895, 1.169, 2.251], [-3.468, 0.320, 2.079], [-1.676, -1.161, -3.784], [-2.969, -0.590, -3.760], [-2.355, -0.981, -3.123], [1.952, 0.878, -3.710], [2.157, 2.299, -3.692], [2.139, 1.567, -3.058], [3.311, 1.868, 0.911], [4.313, 0.895, 1.341], [3.819, 1.130, 0.546], [-1.418, 1.463, 3.272], [-1.003, 2.976, 3.494], [-1.163, 2.289, 2.848], [1.358, 1.970, 3.054], [2.475, 1.019, 3.485], [2.223, 1.638, 2.794], [4.366, -1.033, -0.850], [3.183, -2.113, -0.269], [3.559, -1.239, -0.400], [0.822, -2.814, -1.165], [1.858, -3.473, -2.334], [1.310, -2.762, -2.013], [-0.764, -3.854, 2.220], [-1.830, -4.492, 1.374], [-0.939, -4.128, 1.320]], "forces_ev_per_a": [[0.6, 0.5, 1.0], [-0.5, -0.8, -1.2], [-0.6, 1.6, -0.5], [-0.5, 0.9, -0.1], [-0.1, 0.8, 0.8], [-0.7, -1.7, -0.4], [-0.8, 1.4, -2.2], [-0.6, -0.7, 1.3], [0.4, 0.4, 0.1], [-0.3, -1.0, 0.6], [0.7, -0.3, -0.1], [0.1, -0.7, -0.3], [0.0, 0.4, -0.4], [0.5, -0.5, -0.4], [0.6, 0.1, 0.0], [-0.1, 0.1, 0.0], [0.2, -0.1, 0.3], [-0.2, 0.0, 0.7], [0.5, -0.3, 0.8], [0.0, 1.1, -0.4], [0.3, -0.3, -0.3], [0.4, -0.1, 0.0], [0.3, -0.1, 0.8], [0.1, 0.0, 0.3], [-0.3, 0.0, -0.3], [0.7, -0.5, 0.4], [-0.6, 0.1, 0.6], [0.1, 0.4, -1.0], [0.1, -0.6, 0.4], [0.1, 0.5, 0.7], [-0.3, 0.0, -1.1], [0.2, 0.2, -0.1], [0.2, -0.3, -0.2], [0.2, 0.8, 0.5], [-0.2, 0.2, 0.3], [-0.2, -0.1, 0.5], [0.4, 0.1, -0.4], [-0.2, 0.1, 0.0], [0.0, 0.0, 0.1], [-0.1, 0.0, -0.1], [0.6, -0.9, -0.4], [1.1, -0.5, -0.8], [-1.6, 0.5, 1.1], [1.0, -1.1, -0.6], [-0.3, -0.6, 0.7], [-0.4, 1.6, -0.8], [0.2, 0.0, 0.3], [0.0, -0.1, -0.1], [-0.6, -0.2, -0.1]]}